Record 1
{"formula": "C20H24AsClIrO6", "method": "ωB97M-V/def2-TZVPD", "species": ["Ir", "C", "C", "O", "C", "C", "C", "C", "C", "C", "O", "H", "H", "H", "H", "H", "H", "H", "C", "C", "C", "C", "Cl", "C", "C", "C", "O", "C", "C", "O", "O", "H", "H", "H", "H", "H", "H", "H", "H", "C", "As", "C", "C", "O", "H", "H", "H", "H", "H", "H", "H", "H", "H"], "coordinates": [[1.29477, -0.05910, -1.46146], [1.82357, 0.15540, 2.67785], [2.17566, 0.31570, 1.22698], [1.19478, -0.01740, 0.47328], [3.44313, 0.78674, 0.81500], [4.41140, 1.06999, 1.83178], [5.64249, 1.55698, 1.53875], [5.98233, 1.80058, 0.18724], [5.10205, 1.54674, -0.81945], [3.81238, 1.02164, -0.55017], [3.06064, 0.79990, -1.57676], [0.78243, -0.14461, 2.75672], [1.97854, 1.08583, 3.22196], [2.45168, -0.61117, 3.13341], [4.15539, 0.88556, 2.86460], [6.35586, 1.75800, 2.32456], [6.96225, 2.19318, -0.05239], [5.35358, 1.72373, -1.85568], [-4.23503, -2.45886, -1.12037], [-3.45005, -2.10940, 0.10993], [-3.94642, -1.24303, 1.07163], [-3.19719, -0.92574, 2.19630], [-3.83205, 0.19965, 3.35691], [-1.95158, -1.48560, 2.39455], [-1.43663, -2.35362, 1.43820], [-2.17721, -2.65191, 0.30590], [-1.73477, -3.48491, -0.69650], [-0.34984, -3.61476, -0.87178], [0.29510, -2.28731, -1.17522], [1.55016, -2.12916, -1.15516], [-0.41111, -1.26218, -1.44735], [-5.17930, -1.91810, -1.14295], [-4.44878, -3.52759, -1.15625], [-3.66768, -2.22372, -2.02255], [-4.92865, -0.80586, 0.94451], [-1.39278, -1.25994, 3.29226], [-0.45995, -2.78983, 1.59923], [-0.19845, -4.27363, -1.72759], [0.16202, -4.06832, -0.01965], [-1.24098, 3.98068, -1.71518], [-1.03216, 2.09310, -1.55826], [-1.56738, 1.48965, 0.17356], [-2.09235, 1.20163, -2.87429], [0.62711, 1.80623, -1.83577], [-2.28721, 4.25000, -1.58073], [-0.90072, 4.28463, -2.70296], [-0.62996, 4.46228, -0.95474], [-2.60153, 1.78558, 0.34971], [-0.92111, 1.94188, 0.92294], [-1.48524, 0.40378, 0.21121], [-3.13675, 1.48594, -2.75107], [-1.98042, 0.12819, -2.73127], [-1.74405, 1.49258, -3.86343]], "lowdin_charge": [1.51, 0.02, -0.29, -0.14, -0.09, -0.02, -0.06, -0.04, 0.01, -0.30, -0.18, 0.08, 0.10, 0.11, 0.11, 0.11, 0.12, 0.13, -0.02, -0.19, -0.06, -0.68, 0.68, -0.11, 0.00, -0.24, -0.02, -0.08, -0.57, -0.05, -0.11, 0.08, 0.10, 0.08, 0.12, 0.10, 0.12, 0.16, 0.14, -0.18, 1.06, -0.18, -0.18, -0.59, 0.05, 0.05, 0.05, 0.06, 0.06, 0.02, 0.06, 0.02, 0.05], "e_lumo_ev": -3.9, "max_force_ev_per_a": 0.0, "charge": 1}

=====

Record 2
{"formula": "C20H24BF8N3O7PS2Zr", "method": "ωB97M-V/def2-TZVPD", "species": ["Zr", "F", "C", "F", "F", "S", "O", "O", "N", "S", "O", "O", "C", "F", "F", "F", "C", "C", "C", "C", "C", "C", "N", "N", "C", "C", "C", "C", "C", "C", "H", "H", "H", "H", "H", "H", "H", "H", "H", "C", "C", "O", "P", "O", "C", "C", "O", "C", "C", "H", "H", "H", "H", "H", "H", "H", "H", "H", "H", "H", "H", "H", "H", "H", "F", "B", "F"], "coordinates": [[-0.32531, -0.59753, 1.18878], [-1.51406, -2.47659, -3.49112], [-1.11189, -3.35980, -2.58835], [-1.48825, -4.57098, -2.93825], [0.20974, -3.30796, -2.47020], [-1.89164, -2.92462, -0.97250], [-1.32342, -1.60033, -0.63959], [-3.29251, -3.00721, -1.15222], [-1.31307, -4.03057, 0.00698], [-0.33498, -3.52042, 1.08991], [-0.97575, -2.53608, 2.01170], [0.91818, -2.94572, 0.63922], [0.00147, -5.04532, 2.08733], [0.78968, -4.67969, 3.07980], [-1.13293, -5.52601, 2.54319], [0.60598, -5.91628, 1.30604], [-5.35261, -0.12218, 3.10803], [-4.82120, -0.85688, 2.06245], [-3.59351, -0.50159, 1.51843], [-2.88529, 0.56697, 2.05629], [-3.42223, 1.32138, 3.09754], [-4.65729, 0.97457, 3.61070], [-1.57878, 0.85912, 1.57329], [-1.18989, 2.17112, 1.70182], [0.08732, 2.34888, 1.93675], [0.54845, 3.71865, 1.85802], [1.85809, 4.01697, 1.80662], [2.85760, 2.98322, 1.84230], [2.49535, 1.70357, 2.02813], [1.09695, 1.30795, 2.23158], [-6.31616, -0.38709, 3.52137], [-5.37080, -1.68675, 1.63878], [-3.24107, -1.00571, 0.63097], [-2.86520, 2.16032, 3.49016], [-5.08231, 1.55940, 4.41536], [-0.21808, 4.47811, 1.78351], [2.17063, 5.05031, 1.72556], [3.90443, 3.24699, 1.77445], [3.25752, 0.94455, 2.14728], [0.43595, -0.34405, -4.90815], [-0.25056, 0.57901, -3.93382], [0.71357, 0.96876, -2.91560], [0.20806, 1.34966, -1.44161], [1.29325, 2.44493, -1.03970], [1.89095, 3.41857, -1.92971], [3.30834, 3.01866, -2.25875], [0.91440, 0.07809, -0.49286], [2.35546, -0.25662, -0.51213], [2.69372, -1.23211, -1.60979], [-0.26075, -0.62772, -5.69727], [0.77926, -1.25136, -4.41147], [1.29185, 0.14917, -5.36754], [-1.10461, 0.09784, -3.45492], [-0.59939, 1.48715, -4.42511], [1.85331, 4.36251, -1.38843], [1.28463, 3.51215, -2.83092], [3.89319, 2.90248, -1.34521], [3.77915, 3.79129, -2.86716], [3.32724, 2.08295, -2.81835], [2.56556, -0.68014, 0.47229], [2.88858, 0.68657, -0.59847], [2.14712, -2.16606, -1.48889], [3.76035, -1.45470, -1.55047], [2.48674, -0.80924, -2.58892], [-0.19716, -0.35327, 3.59154], [1.01406, 0.15053, 3.16937], [2.02459, -0.71184, 3.38193]], "lowdin_charge": [1.85, 0.17, -0.68, 0.19, 0.16, 0.67, -0.44, -0.19, -0.25, 0.68, -0.39, -0.29, -0.69, 0.19, 0.20, 0.19, -0.06, -0.06, -0.04, -0.26, -0.01, -0.06, -0.24, 0.08, -0.26, -0.02, -0.06, -0.07, -0.07, -0.11, 0.11, 0.12, 0.07, 0.11, 0.11, 0.12, 0.11, 0.11, 0.12, -0.07, -0.26, -0.31, 0.94, -0.32, -0.24, -0.06, -0.51, -0.22, -0.04, 0.09, 0.06, 0.09, 0.10, 0.12, 0.12, 0.11, 0.08, 0.09, 0.08, 0.11, 0.11, 0.06, 0.10, 0.07, 0.14, -0.75, 0.21], "e_lumo_ev": -3.7, "max_force_ev_per_a": 0.8, "charge": 1}

=====

Record 3
{"formula": "C20H24BN4O6", "method": "ωB97M-V/def2-TZVPD", "species": ["C", "C", "C", "O", "B", "C", "C", "C", "C", "C", "C", "C", "C", "C", "O", "C", "C", "C", "H", "H", "H", "H", "H", "H", "H", "H", "H", "H", "H", "H", "H", "H", "H", "H", "H", "H", "H", "H", "H", "H", "O", "N", "C", "C", "C", "N", "O", "O", "N", "C", "N", "C", "O", "H", "H"], "coordinates": [[1.87612, -0.56184, 2.45815], [2.14482, 0.59175, 1.49319], [3.64398, 0.66902, 1.24026], [1.44743, 0.34394, 0.29028], [0.17872, 1.04239, 0.40882], [0.02826, 1.99892, -0.93613], [-0.73924, 3.15448, -0.84894], [-0.86003, 4.01825, -1.95106], [-0.19821, 3.72352, -3.14811], [0.60313, 2.57895, -3.22192], [0.72543, 1.72533, -2.10916], [-1.12075, -0.06524, 0.44146], [-2.49634, 0.41888, 0.60642], [-3.11649, 0.82642, 1.73499], [0.14723, 1.87025, 1.57878], [1.48927, 1.97125, 2.01594], [1.49921, 2.14845, 3.52553], [2.15425, 3.17897, 1.35844], [2.46176, -0.44922, 3.37825], [0.81028, -0.62783, 2.71533], [2.17221, -1.50287, 1.97853], [4.17308, 0.89195, 2.17701], [4.01269, -0.29488, 0.87117], [3.89570, 1.43896, 0.50441], [-1.25934, 3.39319, 0.07966], [-1.47681, 4.91432, -1.85924], [-0.30788, 4.38080, -4.01490], [1.13868, 2.33924, -4.14435], [1.36873, 0.84719, -2.18339], [-1.03208, -0.50758, -0.56634], [-0.84532, -0.81432, 1.20342], [-3.10775, 0.39499, -0.29956], [-4.08956, 1.31144, 1.62997], [-2.61476, 0.78397, 2.70826], [2.52969, 2.20628, 3.89930], [0.98781, 3.08338, 3.78123], [0.98026, 1.32366, 4.02408], [3.15240, 3.35125, 1.78206], [2.24572, 3.04978, 0.27190], [1.54541, 4.07138, 1.54476], [-4.91725, -2.42547, 2.82090], [-6.13506, -2.14407, 2.92132], [-6.54507, -0.77465, 3.00110], [-5.60370, 0.26735, 3.08439], [-6.16756, 1.49505, 3.38272], [-5.58653, 2.72022, 3.69334], [-4.43297, 3.11174, 3.69586], [-6.63646, 3.59919, 4.07699], [-7.88122, 2.93808, 4.03984], [-7.57849, 1.66691, 3.63815], [-8.44054, 0.65283, 3.59032], [-7.94286, -0.52930, 3.24469], [-7.03147, -3.02609, 2.97574], [-4.54185, 0.08677, 3.03048], [-8.62897, -1.38287, 3.20417]], "nbo_charge": [-0.64, 0.25, -0.62, -0.74, 0.84, -0.17, -0.25, -0.22, -0.27, -0.23, -0.25, -0.73, -0.06, -0.55, -0.74, 0.26, -0.62, -0.65, 0.19, 0.22, 0.21, 0.19, 0.20, 0.22, 0.22, 0.19, 0.19, 0.19, 0.21, 0.21, 0.21, 0.18, 0.17, 0.20, 0.19, 0.21, 0.21, 0.19, 0.23, 0.21, -0.35, 0.50, -0.07, -0.06, -0.07, 0.44, -0.30, -0.15, -0.12, 0.30, -0.42, 0.12, -0.40, 0.31, 0.24], "e_lumo_ev": -0.2, "max_force_ev_per_a": 3.3, "charge": -1}

=====

Record 4
{"formula": "C20H24BrIrN3O6", "method": "ωB97M-V/def2-TZVPD", "species": ["Ir", "O", "C", "C", "C", "C", "C", "C", "C", "O", "N", "N", "C", "C", "Br", "C", "C", "C", "C", "C", "C", "C", "H", "H", "H", "H", "H", "H", "H", "H", "H", "H", "H", "H", "H", "H", "C", "O", "C", "C", "O", "C", "H", "H", "H", "H", "H", "H", "H", "H", "H", "H", "O", "N", "O"], "coordinates": [[-1.71011, -0.55123, 0.61320], [0.09939, -4.30006, -0.92758], [1.27899, -3.74764, -1.32871], [2.06195, -4.50237, -2.19475], [3.26307, -4.01319, -2.66579], [3.71080, -2.76062, -2.26672], [2.95137, -2.02015, -1.38263], [1.71973, -2.48373, -0.91705], [0.93037, -1.65235, 0.08351], [-0.41747, -1.98896, 0.15416], [1.02652, -0.23769, -0.23160], [0.07289, 0.54903, 0.29568], [0.23037, 1.81868, 0.41390], [-0.78921, 2.71143, 0.86249], [-2.53821, 1.93656, 0.91518], [-0.67540, 4.01239, 1.17019], [0.57220, 4.74141, 1.33452], [0.60028, 6.09661, 0.98593], [1.77978, 6.81218, 1.06987], [2.92808, 6.20491, 1.56252], [2.89540, 4.87851, 1.97669], [1.72945, 4.14597, 1.85368], [-0.35088, -3.65009, -0.36840], [1.70357, -5.48643, -2.46654], [3.86395, -4.61097, -3.33727], [4.64764, -2.36645, -2.63392], [3.34463, -1.06399, -1.05443], [1.40686, -1.80517, 1.06763], [1.91629, 0.17243, -0.47364], [1.18051, 2.26782, 0.13614], [-1.59032, 4.58205, 1.30463], [-0.29883, 6.57158, 0.61282], [1.80921, 7.84652, 0.75652], [3.84474, 6.77267, 1.64626], [3.77709, 4.42635, 2.40980], [1.68665, 3.13420, 2.23982], [-2.74713, -3.42312, 1.50426], [-3.00943, -2.29259, 0.64038], [-3.24132, -2.66435, -0.72692], [-3.60978, -1.40490, -1.42030], [-2.51158, -0.46181, -1.33205], [-1.55762, -0.49969, -2.43072], [-3.61302, -4.08239, 1.48353], [-2.60587, -3.04226, 2.51032], [-1.86015, -3.96199, 1.17608], [-4.04777, -3.39629, -0.79316], [-2.32893, -3.10346, -1.14139], [-4.44762, -0.92681, -0.91327], [-3.87776, -1.59130, -2.45926], [-2.10464, -0.36469, -3.36140], [-1.00309, -1.43732, -2.44121], [-0.87904, 0.33456, -2.28284], [-1.99670, 0.70385, 4.34321], [-1.97589, -0.23809, 3.67628], [-1.24400, -0.58758, 2.75238]], "nbo_charge": [1.30, -0.69, 0.38, -0.27, -0.16, -0.22, -0.18, -0.20, 0.25, -0.77, -0.44, -0.24, 0.04, -0.19, 0.21, -0.08, -0.05, -0.18, -0.19, -0.15, -0.19, -0.22, 0.48, 0.24, 0.24, 0.23, 0.19, 0.16, 0.41, 0.25, 0.25, 0.23, 0.24, 0.24, 0.24, 0.21, -0.25, -0.54, -0.12, -0.11, -0.49, -0.26, 0.22, 0.21, 0.21, 0.24, 0.22, 0.23, 0.25, 0.22, 0.22, 0.22, -0.07, 0.60, -0.37], "e_lumo_ev": [-8.2, -9.1], "max_force_ev_per_a": 2.2, "charge": 2, "multiplicity": 2}